1.
Molecular formula: C16H21N4O9
Method: DFT, ωB97M-V/def2-TZVPD

Last column: natural (NBO) charge in e.
Atoms and positions in Å:
C 2.98 -0.57 -0.56  -0.669
C 3.75 -1.04 0.74  -0.030
O 4.93 -0.34 1.05  -0.972
H 2.79 0.51 -0.56  0.189
H 2.02 -1.08 -0.57  0.153
H 3.60 -1.01 -1.34  0.185
H 3.98 -2.10 0.64  0.079
H 3.00 -0.94 1.52  0.069
C 6.20 -7.37 -0.14  -0.490
N 6.73 -6.69 1.05  0.512
O 6.63 -7.30 2.10  -0.372
O 7.30 -5.58 0.91  -0.355
H 6.96 -7.87 -0.74  0.236
H 5.72 -6.60 -0.74  0.240
H 5.39 -8.03 0.19  0.229
C -0.65 -2.52 5.34  -0.486
N -0.06 -1.57 6.34  0.520
O -0.62 -1.46 7.44  -0.405
O 0.96 -0.98 6.03  -0.333
H -0.96 -2.10 4.38  0.246
H -1.55 -2.87 5.85  0.220
H 0.03 -3.37 5.29  0.238
C -3.63 -0.25 -4.43  -0.175
C -3.20 0.05 -3.12  -0.210
C -3.89 -0.45 -2.00  -0.179
C -5.06 -1.24 -2.22  0.032
C -5.48 -1.51 -3.55  -0.199
C -4.72 -1.09 -4.64  -0.220
N -5.75 -1.89 -1.05  0.529
O -5.06 -2.12 -0.09  -0.356
O -6.90 -2.28 -1.18  -0.384
H -3.05 0.11 -5.27  0.219
H -2.34 0.67 -2.91  0.233
H -3.59 -0.24 -0.99  0.247
H -6.48 -1.89 -3.71  0.240
H -5.01 -1.18 -5.68  0.222
C -0.89 7.14 -1.72  -0.184
C 0.43 7.00 -1.34  -0.213
C 0.78 6.15 -0.31  -0.175
C -0.17 5.40 0.38  0.030
C -1.47 5.62 0.06  -0.185
C -1.84 6.45 -1.01  -0.216
N 0.33 4.66 1.56  0.515
O -0.47 4.14 2.31  -0.373
O 1.52 4.56 1.85  -0.349
H -1.16 7.76 -2.56  0.216
H 1.18 7.48 -1.95  0.219
H 1.84 6.08 -0.13  0.252
H -2.20 5.15 0.71  0.244
H -2.88 6.62 -1.24  0.218

## Properties
total charge	-1
E_tot	-41306.742	eV
HOMO	-1.805	eV



2.
Molecular formula: C16H21N5
Method: DFT, ωB97M-V/def2-TZVPD

Last column: natural (NBO) charge in e.
Atoms and positions in Å:
C 4.80 8.73 -1.00  -0.311
C 3.98 8.36 0.11  -0.300
C 3.35 7.16 -0.15  -0.077
N 3.56 6.86 -1.50  -0.527
C 4.44 7.85 -1.99  -0.066
H 5.51 9.54 -0.93  0.231
H 3.90 8.96 1.01  0.219
H 2.68 6.53 0.42  0.210
H 3.18 6.07 -2.01  0.417
H 4.76 7.78 -3.02  0.205
C -5.01 1.93 -2.34  -0.310
C -6.14 2.32 -1.67  -0.296
C -7.01 1.25 -1.67  -0.091
N -6.50 0.31 -2.54  -0.501
C -5.26 0.69 -2.94  -0.075
H -4.10 2.50 -2.44  0.219
H -6.34 3.26 -1.19  0.221
H -8.05 1.14 -1.36  0.207
H -7.04 -0.41 -3.00  0.413
H -4.60 0.08 -3.54  0.213
C -2.10 -5.85 -1.41  -0.311
C -0.77 -6.18 -1.42  -0.297
C -0.65 -7.47 -1.93  -0.091
N -1.96 -7.95 -2.04  -0.498
C -2.85 -6.97 -1.77  -0.077
H -2.50 -4.90 -1.09  0.217
H 0.05 -5.49 -1.29  0.223
H 0.15 -8.17 -2.11  0.213
H -2.28 -8.83 -2.40  0.410
H -3.92 -7.11 -1.87  0.210
C 7.41 -3.89 4.56  -0.699
C 8.30 -5.12 4.82  0.282
N 8.99 -6.06 4.97  -0.340
H 7.11 -3.86 3.51  0.253
H 8.09 -3.10 4.86  0.251
H 6.53 -3.82 5.20  0.253
C -2.03 0.87 3.35  -0.722
C -0.83 0.21 3.80  0.285
N 0.17 -0.24 4.16  -0.332
H -2.83 0.51 4.00  0.253
H -2.27 0.55 2.33  0.259
H -1.93 1.95 3.51  0.257

## Properties
total charge	0
SMILES	c1cc[nH]c1.c1cc[nH]c1.c1cc[nH]c1.CC#N.CC#N
E_tot	-24380.286	eV
HOMO	-8.231	eV
energy relative to the best compared isomer or geometry (same formula, charge and spin)	1.892	eV